Formula: CH4S
Source: the OMol25 dataset
Level of theory: the ωB97M-V functional and the def2-TZVPD basis

Summary:
Molecular weight (g mol⁻¹): 48.1
HOMO level (eV): -9.11
E_tot (hartree): -438.66806
Energy above the lowest of the compared OMol25 structures with the same formula, charge and spin (eV): 0.124
Orbital gap (eV): 10.19
SMILES: CS

ORCA input file:
```
! RIJCOSX wB97M-V def2-TZVPD def2/J DEFGRID3
* xyz 0 1
C -0.57 0.40 0.94
S 0.38 -0.23 -0.47
H -1.25 1.23 0.75
H -1.16 -0.31 1.53
H 0.18 0.69 1.68
H -0.56 -0.08 -1.39
*
```



Formula: CH4S2
Source: the OMol25 dataset
Level of theory: the ωB97M-V functional and the def2-TZVPD basis

Summary:
Molecular weight (g mol⁻¹): 80.2
HOMO level (eV): -8.71
E_tot (hartree): -836.86042
Energy above the lowest of the compared OMol25 structures with the same formula, charge and spin (eV): 0.157
Orbital gap (eV): 9.32
SMILES: CSS

ORCA input file:
```
! RIJCOSX wB97M-V def2-TZVPD def2/J DEFGRID3
* xyz 0 1
C 0.64 0.28 0.71
S 0.37 -1.02 -0.54
S -1.58 -0.98 -1.23
H 0.53 -0.19 1.68
H 1.67 0.59 0.56
H -0.10 1.08 0.63
H -1.53 0.23 -1.81
*
```



Formula: CH4S5
Source: the OMol25 dataset
Level of theory: the ωB97M-V functional and the def2-TZVPD basis

Summary:
Molecular weight (g mol⁻¹): 176.4
HOMO level (alpha / beta) (eV): -7.72 / -7.71
E_tot (hartree): -2031.35475
Energy above the lowest of the compared OMol25 structures with the same formula, charge and spin (eV): 1.106
Orbital gap (alpha / beta) (eV): 6.72 / 6.70

ORCA input file:
```
! RIJCOSX wB97M-V def2-TZVPD def2/J DEFGRID3
* xyz 0 1
C -0.50 0.90 0.18
S 0.63 2.11 -0.26
S 2.38 -0.69 -0.53
S -2.77 -1.10 0.16
S 0.96 -1.25 0.72
S -1.72 0.45 -0.94
H -0.83 0.81 1.28
H 1.42 2.06 0.83
H 1.97 -1.34 -1.74
H -1.55 -1.93 0.28
*
```



Formula: CH5BS
Source: the OMol25 dataset
Level of theory: the ωB97M-V functional and the def2-TZVPD basis

Summary:
Molecular weight (g mol⁻¹): 59.9
HOMO level (alpha / beta) (eV): -9.43 / -7.92
E_tot (hartree): -463.98648
Energy above the lowest of the compared OMol25 structures with the same formula, charge and spin (eV): 4.031
Orbital gap (alpha / beta) (eV): 9.40 / 7.66

ORCA input file:
```
! RIJCOSX wB97M-V def2-TZVPD def2/J DEFGRID3
* xyz 0 1
B -0.55 -0.13 -0.02
C 0.65 0.88 0.00
S -2.27 0.25 0.01
H 0.33 -2.51 0.13
H 0.43 1.87 -0.62
H 1.52 0.47 -0.42
H 0.66 1.32 0.96
H -2.73 -0.99 -0.28
*
```



Formula: CH5BS2
Source: the OMol25 dataset
Level of theory: the ωB97M-V functional and the def2-TZVPD basis

Summary:
Molecular weight (g mol⁻¹): 92.0
HOMO level (eV): -8.49
E_tot (hartree): -862.22524
Energy above the lowest of the compared OMol25 structures with the same formula, charge and spin (eV): 4.249
Orbital gap (eV): 8.33

ORCA input file:
```
! RIJCOSX wB97M-V def2-TZVPD def2/J DEFGRID3
* xyz 0 1
B 0.62 0.17 -0.30
C -1.89 -0.61 0.08
S 1.89 -1.00 0.11
S 0.70 1.98 -0.18
H -1.48 -1.07 1.02
H -2.40 -1.22 -0.72
H -2.51 0.26 0.36
H 3.11 -0.50 -0.14
H 1.97 1.98 -0.24
*
```



Formula: CH5BrP2
Source: the OMol25 dataset
Level of theory: the ωB97M-V functional and the def2-TZVPD basis

Summary:
Molecular weight (g mol⁻¹): 158.9
HOMO level (eV): -8.50
E_tot (hartree): -3297.74298
Energy above the lowest of the compared OMol25 structures with the same formula, charge and spin (eV): 1.654
Orbital gap (eV): 6.98
SMILES: P#[PH]Br.C

ORCA input file:
```
! RIJCOSX wB97M-V def2-TZVPD def2/J DEFGRID3
* xyz 0 1
C 1.70 -0.28 0.35
P -2.45 2.16 0.35
P -2.21 0.53 -0.73
Br -2.57 -1.47 0.02
H 1.56 0.16 -0.53
H 2.54 0.17 0.84
H 0.90 -0.05 1.06
H 1.68 -1.40 0.24
H -1.15 0.16 -1.60
*
```



Formula: CH5Cl3Si2
Source: the OMol25 dataset
Level of theory: the ωB97M-V functional and the def2-TZVPD basis

Summary:
Molecular weight (g mol⁻¹): 179.6
HOMO level (alpha / beta) (eV): -8.24 / -8.89
E_tot (hartree): -2000.65208
Energy above the lowest of the compared OMol25 structures with the same formula, charge and spin (eV): 4.379
Orbital gap (alpha / beta) (eV): 7.90 / 7.67

ORCA input file:
```
! RIJCOSX wB97M-V def2-TZVPD def2/J DEFGRID3
* xyz 0 1
C -1.31 -0.01 1.02
Si -1.53 0.21 -0.95
Si 2.17 0.00 0.30
Cl 3.18 1.17 1.47
Cl 2.65 -1.83 0.87
Cl 2.60 0.33 -1.60
H -1.49 0.79 1.70
H -1.17 -1.06 1.25
H -3.07 0.28 -1.05
H -1.06 -1.19 -1.25
H -0.97 1.31 -1.76
*
```



Formula: CH5ClN2O
Source: the OMol25 dataset
Level of theory: the ωB97M-V functional and the def2-TZVPD basis

Summary:
Molecular weight (g mol⁻¹): 96.5
HOMO level (alpha / beta) (eV): -8.92 / -9.07
E_tot (hartree): -685.85116
Energy above the lowest of the compared OMol25 structures with the same formula, charge and spin (eV): 3.784
Orbital gap (alpha / beta) (eV): 8.69 / 8.88

ORCA input file:
```
! RIJCOSX wB97M-V def2-TZVPD def2/J DEFGRID3
* xyz 0 1
C -1.93 0.76 -0.36
N 2.39 0.29 0.22
N -0.29 -0.86 -0.14
O -0.74 0.27 -0.36
Cl -1.41 -1.98 0.50
H 2.97 -0.50 -0.15
H -2.04 1.70 -0.76
H -2.76 0.08 -0.08
H 2.38 0.09 1.21
H 1.44 0.15 -0.09
*
```



Formula: CH5ClN4
Source: the OMol25 dataset
Level of theory: the ωB97M-V functional and the def2-TZVPD basis

Summary:
Molecular weight (g mol⁻¹): 108.5
HOMO level (eV): -9.25
E_tot (hartree): -720.22892
Energy above the lowest of the compared OMol25 structures with the same formula, charge and spin (eV): 0.484
Orbital gap (eV): 9.40
SMILES: [H]/N=C(/N)N(N)Cl

ORCA input file:
```
! RIJCOSX wB97M-V def2-TZVPD def2/J DEFGRID3
* xyz 0 1
C 0.00 -0.77 0.35
N -0.93 -1.03 1.16
N 0.86 -1.58 -0.28
N -0.83 1.47 0.07
N 0.33 0.82 0.18
Cl 1.55 1.12 -1.30
H -1.27 -0.12 1.48
H 1.11 -2.43 0.08
H 1.43 -1.25 -1.17
H -1.56 1.26 -0.63
H -0.71 2.50 0.06
*
```



Formula: CH5ClNOP
Source: the OMol25 dataset
Level of theory: the ωB97M-V functional and the def2-TZVPD basis

Summary:
Molecular weight (g mol⁻¹): 113.5
HOMO level (alpha / beta) (eV): -8.60 / -8.61
E_tot (hartree): -972.50931
Energy above the lowest of the compared OMol25 structures with the same formula, charge and spin (eV): 5.636
Orbital gap (alpha / beta) (eV): 8.08 / 8.08

ORCA input file:
```
! RIJCOSX wB97M-V def2-TZVPD def2/J DEFGRID3
* xyz 0 1
C -0.86 -1.02 -0.01
N 2.48 0.82 0.64
O -0.83 0.38 0.26
P 0.32 1.40 -0.32
Cl 2.79 -0.60 -0.30
H -0.98 -1.18 -1.16
H -1.76 -1.26 0.39
H -0.13 -1.68 0.36
H 3.07 1.40 0.07
H 0.25 2.16 0.79
*
```



Formula: CH5ClO2SSi
Source: the OMol25 dataset
Level of theory: the ωB97M-V functional and the def2-TZVPD basis

Summary:
Molecular weight (g mol⁻¹): 144.7
HOMO level (eV): -9.20
E_tot (hartree): -1339.44068
Energy above the lowest of the compared OMol25 structures with the same formula, charge and spin (eV): 1.277
Orbital gap (eV): 9.36
SMILES: C[SiH]=O.OSCl

ORCA input file:
```
! RIJCOSX wB97M-V def2-TZVPD def2/J DEFGRID3
* xyz 0 1
C 1.50 -0.90 0.69
O -2.60 0.75 0.25
O -0.31 1.60 0.43
Si 0.66 0.58 -0.12
S -2.02 -0.62 -0.34
Cl -1.74 -0.26 -2.29
H 0.77 -1.23 1.49
H 1.81 -1.65 0.00
H 2.43 -0.62 1.14
H -1.78 1.35 0.24
H 1.30 1.00 -1.49
*
```



Formula: CH5ClP2
Source: the OMol25 dataset
Level of theory: the ωB97M-V functional and the def2-TZVPD basis

Summary:
Molecular weight (g mol⁻¹): 114.5
HOMO level (alpha / beta) (eV): -7.98 / -8.75
E_tot (hartree): -1183.85012
Energy above the lowest of the compared OMol25 structures with the same formula, charge and spin (eV): 2.421
Orbital gap (alpha / beta) (eV): 6.88 / 8.35

ORCA input file:
```
! RIJCOSX wB97M-V def2-TZVPD def2/J DEFGRID3
* xyz 0 1
C 0.20 1.69 -0.22
P -0.90 1.02 -1.44
P 1.28 -0.86 1.70
Cl -0.45 2.75 0.94
H 1.21 1.94 -0.52
H -0.13 -0.11 -1.72
H -1.78 0.37 -0.58
H 0.82 -1.87 0.86
H 0.02 -0.73 2.28
*
```



Q: Number 12 is which compound?
A: CH5ClP2



What did the fourth record say?
Formula: CH5BS
Source: the OMol25 dataset
Level of theory: the ωB97M-V functional and the def2-TZVPD basis

Summary:
Molecular weight (g mol⁻¹): 59.9
HOMO level (alpha / beta) (eV): -9.43 / -7.92
E_tot (hartree): -463.98648
Energy above the lowest of the compared OMol25 structures with the same formula, charge and spin (eV): 4.031
Orbital gap (alpha / beta) (eV): 9.40 / 7.66

ORCA input file:
```
! RIJCOSX wB97M-V def2-TZVPD def2/J DEFGRID3
* xyz 0 1
B -0.55 -0.13 -0.02
C 0.65 0.88 0.00
S -2.27 0.25 0.01
H 0.33 -2.51 0.13
H 0.43 1.87 -0.62
H 1.52 0.47 -0.42
H 0.66 1.32 0.96
H -2.73 -0.99 -0.28
*
```